<P>
ORCA calculation (ωB97M-V with the def2-TZVPD basis set) on 13 unconnected molecules or ions with the total composition C5H38NO14.

XYZ file:
```
58
Properties=species:S:1:pos:R:3
O -0.20871 0.49859 0.59870
C -0.60385 -0.87461 0.31186
C -1.85769 -1.15720 1.08327
C -3.14808 -0.71327 0.44571
C -3.13841 -1.15445 -1.11120
C -2.41002 -2.50170 -1.35257
N -1.41981 -0.68920 2.53064
H -0.59861 -0.82915 -0.78202
H -1.76197 -2.28921 1.04272
H -3.40885 0.32372 0.53534
H -4.08814 -1.30741 0.87621
H -4.31319 -1.24951 -1.37032
H -2.87012 -0.28189 -1.68522
H -2.83221 -2.70446 -2.34963
H -2.39045 -3.06064 -0.51446
H -1.31884 -2.51678 -1.65628
H -2.03024 0.15243 2.58810
H -1.70640 -1.21728 3.47202
H -0.41462 -0.62972 2.53856
H 0.53620 0.54520 1.18070
H 0.77501 4.02218 1.31330
O 0.47276 3.15200 0.93120
H -0.11715 -2.26223 -4.17531
H -0.43778 -0.99613 -4.94235
O -0.36739 -1.34607 -4.09744
H 3.10294 1.66147 -0.25261
H 4.14974 1.81931 1.15973
O 3.34127 2.00967 0.68360
H -0.07526 1.16742 -0.80694
H -0.21450 1.37515 -2.28329
O 0.47694 1.45226 -1.60021
H 0.26626 2.39271 3.87840
H -0.59145 2.52086 2.49867
O -0.46227 1.90939 3.30926
H -2.19581 2.07759 1.16301
H -3.39352 2.99143 0.94343
O -3.06206 2.18533 1.33946
H 2.90797 -3.15540 1.46631
H 2.65700 -2.61125 0.23900
O 2.76614 -3.56564 0.55946
H 3.64029 2.64427 -1.94976
H 3.02422 1.74129 -2.87421
O 3.64210 1.73809 -2.01971
H -0.89055 3.81215 -1.43224
H -1.15737 3.60321 0.00737
O -1.46820 3.90152 -0.81908
H 1.74657 -0.10532 2.84634
H 2.89291 0.90018 2.63536
O 2.70646 -0.01624 2.73213
H 1.59381 -0.55644 -1.61634
H 2.94028 -0.20440 -0.95013
O 2.37080 -0.95752 -1.18750
H 1.20348 -1.85234 0.55253
H 1.39204 2.90682 0.65775
O 0.24424 -1.71716 0.94616
H 2.34399 -2.95980 -1.60807
H 2.09659 -4.43640 -1.71833
O 1.66350 -3.58537 -1.91111
```

Its orbital gap is 0.3785 Ha. As for the net charge: +1. The value obtained for the LUMO energy is -0.1085 hartree.

<Q>
ORCA calculation (ωB97M-V with the def2-TZVPD basis set) on 14 unconnected molecules or ions with the total composition C5H38NO14.

XYZ file:
```
58
Properties=species:S:1:pos:R:3
C 1.96773 2.44905 1.30447
O 0.98104 2.45928 2.29105
C 1.47146 1.88418 -0.06614
C 0.30632 2.79636 -0.56955
C -0.97040 2.45982 -0.00595
C -2.07961 1.96314 -0.48132
N -3.14531 1.62383 0.47909
H 2.46686 3.46362 1.27671
H 2.69656 1.66810 1.60943
H 1.34184 2.94669 3.05032
H 2.26771 1.84757 -0.76717
H 0.93196 0.90725 0.06839
H 0.67594 3.81141 -0.32670
H 0.48270 2.82045 -1.62947
H -0.91271 2.71877 1.10762
H -2.44149 1.92305 -1.50705
H -3.74034 2.39570 0.83351
H -2.95468 1.34247 1.51496
H -3.80007 0.89515 0.05090
H 2.56875 -0.94307 0.27025
H 3.02914 -1.88555 1.18759
O 2.53335 -1.04812 1.22739
H -3.55786 -0.32422 3.32897
H -2.18023 -0.37027 2.54790
O -3.15544 -0.10877 2.50040
H 2.87664 -0.72559 -2.63997
H 2.92267 -0.25679 -4.21395
O 2.56791 -0.19355 -3.34387
H -0.18874 -2.23625 -1.04624
H 0.27359 -1.69415 0.16197
O -0.11071 -1.32143 -0.63090
H -3.42627 -4.12479 0.93843
H -4.17643 -2.79589 0.54095
O -3.33655 -3.29909 0.42531
H 0.78303 -0.93586 -3.11827
H -0.60096 -1.13704 -3.72266
O 0.03382 -1.52742 -3.08357
H 0.84926 -3.09154 2.87182
H 0.12365 -1.82470 2.89975
O -0.03936 -2.76520 2.65232
H -0.04255 0.06360 1.83022
H 0.31084 -0.02665 3.14405
O -0.52280 -0.02465 2.65938
H -0.83258 1.47676 -4.19575
H -2.14511 0.66944 -4.16308
O -1.49335 1.08426 -3.63062
H 2.61144 -0.90702 3.33111
H 1.84096 -0.74335 4.72713
O 1.77082 -1.01475 3.79893
H -2.63772 -0.97259 -2.63595
H -1.85904 -2.27035 -2.80698
O -2.62840 -1.82199 -3.12739
H 2.27530 -4.67868 1.25677
H 1.04092 -3.88278 0.97391
O 1.98937 -3.83321 0.86445
H 1.70492 2.40163 -3.90109
H 2.79697 2.06070 -2.70473
O 2.48525 2.65297 -3.40708
```

Its orbital gap is 0.3768 Ha. As for the net charge: +1. The value obtained for the LUMO energy is -0.0905 hartree.

Bottom line: <Q>, by a margin of 1.861 eV.

<P>
ORCA calculation (ωB97M-V with the def2-TZVPD basis set) on a molecular structure, C7H8O.

XYZ file:
```
16
Properties=species:S:1:pos:R:3
C 2.25776 -0.04409 -0.12225
C 0.72940 -0.29545 0.00764
C -0.04262 -0.79822 1.23182
C -1.39361 -0.13194 0.61666
C -1.33526 -0.66996 -0.76523
C -0.08550 -0.99949 -1.05387
C -0.38085 0.86365 0.09592
H 2.70388 -1.10083 0.43082
H 2.49726 0.76953 0.75945
H 2.41968 0.16609 -1.20166
H 0.31207 -0.38627 2.16593
H -0.11762 -1.78219 1.58648
H -2.23978 0.30475 1.10250
H -2.52975 -0.81772 -1.09002
H 0.31129 -1.10918 -2.16188
O -0.23162 2.05110 -0.20696
```

Its orbital gap is 0.3634 Ha. The value obtained for the LUMO energy is 0.0342 hartree.

<Q>
ORCA calculation (ωB97M-V with the def2-TZVPD basis set) on a molecular structure, C7H8O.

XYZ file:
```
16
Properties=species:S:1:pos:R:3
C 1.98876 1.74794 -3.16707
C 1.54771 1.21720 -1.75950
C 0.96532 0.80956 -0.76327
C 0.26216 0.23633 0.42707
C -0.77558 -0.69191 0.40210
C -1.32571 -1.65626 1.40860
C -1.83516 -1.06408 2.76100
H 0.83072 2.16283 -3.81273
H 2.68577 0.77577 -3.61474
H 2.49429 2.65119 -2.64246
H 0.74923 0.25358 1.33861
H -1.54048 -0.97107 -0.49108
H -1.74185 -2.60348 1.08753
H -2.39215 -1.07165 3.70424
H -1.37795 0.01123 2.50352
O -0.53507 -1.80719 2.61819
```

Its orbital gap is 0.3414 Ha. The value obtained for the LUMO energy is 0.0169 hartree.

Bottom line: <P>, by a margin of 2.870 eV.

<P>
ORCA calculation (ωB97M-V with the def2-TZVPD basis set) on 2 unconnected molecules or ions with the total composition C6H6N2O2.

XYZ file:
```
16
Properties=species:S:1:pos:R:3
C 1.30911 -0.23883 1.37256
C 1.51583 -0.31646 -1.02790
C -1.15768 -0.76017 0.05086
C -2.69617 -1.23804 -0.03018
C 1.55404 1.84332 -0.12303
C 1.27304 0.47462 0.13080
N 1.52385 -0.79208 2.38750
N 1.83981 -0.49530 -2.13628
O -0.28434 -1.56676 0.25640
O -1.07966 0.45156 -0.11456
H -2.89757 -1.06843 -1.01315
H -3.36573 -0.57213 0.49944
H -2.66040 -2.18669 0.45264
H 1.05512 2.19422 -0.97711
H 1.43445 2.51689 0.65859
H 2.63632 1.75427 -0.38658
```

Its orbital gap (spin up / spin down) is 0.2418 / 0.2730 Ha. The value obtained for the LUMO energy (spin up / spin down) is -0.1156 / -0.1019 hartree.

<Q>
ORCA calculation (ωB97M-V with the def2-TZVPD basis set) on 2 unconnected molecules or ions with the total composition C6H6N2O2.

XYZ file:
```
16
Properties=species:S:1:pos:R:3
O 0.26544 -1.91612 1.26929
C -0.06408 -1.36554 0.18800
C -1.03311 -1.81035 -0.83099
C -1.36635 -0.94606 -1.75409
N -0.81191 0.37748 -1.72378
C 0.37965 0.68244 -1.08949
O 0.95412 1.64923 -1.18012
N 0.70997 -0.29739 -0.18398
H -1.47999 -2.84375 -0.70316
H -2.22361 -0.79315 -2.56547
H -0.75687 0.84971 -2.56854
H 1.63484 -0.06341 0.30997
C 1.40413 1.71326 3.10603
C 0.57930 1.45574 2.23294
H 1.90651 2.07896 3.97672
H -0.09804 1.22894 1.51667
```

Its orbital gap is 0.3798 Ha. As for the structure (SMILES): O=c1cc[nH]c(=O)[nH]1.C#C. The value obtained for the LUMO energy is 0.0111 hartree.

Bottom line: <Q>, by a margin of 1.764 eV.

<P>
ORCA calculation (ωB97M-V with the def2-TZVPD basis set) on a molecular structure, C6H6N2O2.

XYZ file:
```
16
Properties=species:S:1:pos:R:3
C -2.59553 -0.30630 0.02228
C -1.93257 0.96148 -0.06455
C -0.61624 1.27399 -0.38370
C 0.51188 0.35163 -0.23526
C 1.69390 -1.43915 -0.18681
C 2.62544 -0.35363 0.26867
H -1.15894 -1.80904 -0.35341
H -2.46859 1.93195 0.09987
H -0.24119 2.40022 -0.65075
H 1.94374 -2.44837 -0.15456
H 3.77040 -0.28555 0.71449
H 2.23335 1.76942 0.83218
N 0.42268 -1.05399 -0.28170
N 1.86008 0.74755 0.11672
O -2.21789 -1.53026 0.00374
O -3.83050 -0.20995 0.25277
```

Its orbital gap is 0.2853 Ha. The value obtained for the LUMO energy is -0.0223 hartree.

<Q>
ORCA calculation (ωB97M-V with the def2-TZVPD basis set) on 2 unconnected molecules or ions with the total composition C6H6N2O2.

XYZ file:
```
16
Properties=species:S:1:pos:R:3
O 1.05474 -1.62984 -0.34258
C 0.04337 -0.90588 -0.22758
C -1.15468 -1.58379 0.08007
C -2.31817 -0.92560 0.15249
N -2.34839 0.45687 -0.16142
C -1.05266 1.16644 -0.01910
O -1.19919 2.35300 0.07157
N 0.08302 0.42463 -0.24694
H -1.13972 -2.59767 0.41557
H -3.24129 -1.27660 0.66132
H -3.11427 1.31055 -0.16415
H 0.99942 0.84125 -0.22802
C 3.71810 0.29602 0.32258
C 2.81381 0.85166 -0.14524
H 4.52192 -0.28910 0.85844
H 2.33398 1.50807 -1.02701
```

Its orbital gap is 0.3603 Ha. As for the structure (SMILES): O=c1cc[nH]c(=O)[nH]1.C#C. The value obtained for the LUMO energy is 0.0241 hartree.

Bottom line: <Q>, by a margin of 0.539 eV.

<P>
ORCA calculation (ωB97M-V with the def2-TZVPD basis set) on a single C6H6N2O2 molecule.

XYZ file:
```
16
Properties=species:S:1:pos:R:3
C 1.05962 -0.13932 0.09995
C 0.36179 1.18501 -0.33816
O -0.93627 1.40464 0.23643
C -1.95434 0.62314 0.06607
O -1.86454 -0.64413 -0.12410
C -3.14834 -1.22967 -0.07519
N -4.16017 -0.35609 0.11533
C -3.68284 0.86934 0.31976
C -4.11245 2.12512 0.64221
N -4.46688 3.11252 1.09379
H 0.73752 -0.20585 1.18694
H 0.80736 -1.01072 -0.39849
H 2.14976 0.13914 0.21600
H 0.40623 1.20539 -1.48972
H 0.84499 2.00815 0.18153
H -3.20589 -2.26402 -0.18472
```

Its orbital gap is 0.3099 Ha. As for the structure (SMILES): CCOc1ocnc1C#N. The value obtained for the LUMO energy is 0.0147 hartree.

<Q>
ORCA calculation (ωB97M-V with the def2-TZVPD basis set) on 2 unconnected molecules or ions with the total composition C6H6N2O2.

XYZ file:
```
16
Properties=species:S:1:pos:R:3
O -2.63449 -0.43199 0.60087
C -1.58660 -0.25954 0.05644
C -1.10747 0.81980 -0.89697
C 0.15663 1.06238 -1.17044
N 1.05835 0.09421 -0.94086
C 0.83185 -1.11078 -0.19056
O 1.74634 -1.82521 0.03498
N -0.46086 -1.32459 0.08314
H -1.76667 1.51112 -1.30368
H 0.41629 1.99884 -1.60974
H 2.15556 0.37860 -0.93714
H -0.54606 -2.01809 0.82863
C 0.98176 1.12556 1.64431
C 0.84181 1.97284 0.80679
H 1.31303 0.37894 2.31399
H 0.64281 2.75925 0.12772
```

Its orbital gap is 0.3465 Ha. As for the structure (SMILES): O=c1cc[nH]c(=O)[nH]1.C#C. The value obtained for the LUMO energy is 0.0102 hartree.

Bottom line: <Q>, by a margin of 0.822 eV.

<P>
ORCA calculation (ωB97M-V with the def2-TZVPD basis set) on a single C5H10ClN molecule.

XYZ file:
```
17
Properties=species:S:1:pos:R:3
C 2.57466 -0.91777 -0.34670
C 1.26785 -0.93450 0.25583
N 0.43491 -0.13117 -0.24314
C -0.99199 0.06355 0.40455
C -1.93932 -0.11241 -0.81484
C -1.09944 1.38768 1.14612
Cl -1.36339 -1.32086 1.42381
H 2.59478 -0.02970 -1.13159
H 2.89315 -1.84988 -1.00800
H 3.28821 -0.91244 0.41843
H 1.07518 -1.58655 1.01817
H -2.31814 0.82212 -1.37312
H -2.89455 -0.66572 -0.44684
H -1.49812 -0.66731 -1.52344
H -2.19855 1.36548 1.43690
H -0.43820 1.19566 1.98620
H -0.70332 2.32847 0.56928
```

Its orbital gap is 0.3900 Ha. As for the structure (SMILES): C/C=N/C(C)(C)Cl. The value obtained for the LUMO energy is 0.0333 hartree.

<Q>
ORCA calculation (ωB97M-V with the def2-TZVPD basis set) on a single C5H10ClN molecule.

XYZ file:
```
17
Properties=species:S:1:pos:R:3
Cl -1.06192 -1.19517 2.07630
C -1.25792 -1.18943 0.28910
C 0.02200 -0.85481 -0.40193
N 0.26246 0.56016 -0.42847
C 1.74094 0.97092 -0.43041
C 1.35341 2.04423 -1.47446
C 0.11048 1.17508 -1.72937
H -1.50627 -2.18473 -0.13345
H -2.03266 -0.43874 0.11017
H 0.91225 -1.50509 -0.08338
H -0.13452 -1.19258 -1.47206
H 2.21087 1.33103 0.46384
H 2.44331 0.27883 -0.85274
H 2.06431 2.05162 -2.29474
H 1.00442 2.94934 -0.99919
H -0.84077 1.71879 -1.97292
H 0.28101 0.51235 -2.58080
```

Its orbital gap is 0.3769 Ha. As for the structure (SMILES): ClCCN1CCC1. The value obtained for the LUMO energy is 0.0407 hartree.

Bottom line: <Q>, by a margin of 0.063 eV.

<P>
ORCA calculation (ωB97M-V with the def2-TZVPD basis set) on 3 unconnected molecules or ions with the total composition C8H9NO3.

XYZ file:
```
21
Properties=species:S:1:pos:R:3
C -1.82734 1.41165 -2.02339
C -2.30379 0.11428 -1.78138
C -0.67081 1.87522 -1.40783
C -1.48435 -0.80741 -1.06599
C -0.02873 1.04941 -0.45921
C -0.39707 -0.27183 -0.50346
C -4.91146 -0.45057 1.78056
C 2.22033 -0.98718 0.90723
N 0.91141 -1.50544 1.00492
O -4.77976 -1.39757 2.41314
O -5.05132 0.38426 0.97907
O 0.18348 -1.16003 2.14940
H -2.40053 2.11574 -2.58506
H -3.18038 -0.14243 -2.21527
H -0.43004 2.94140 -1.45664
H -1.82002 -1.79419 -0.88227
H 0.68942 1.43567 0.15841
H 2.30621 -0.02635 0.40730
H 2.92879 -0.78098 1.66715
H 2.64475 -1.78849 0.26636
H -0.61183 -1.67264 2.33607
```

Its orbital gap (spin up / spin down) is 0.3037 / 0.3234 Ha. The value obtained for the LUMO energy (spin up / spin down) is 0.0130 / 0.0129 hartree.

<Q>
ORCA calculation (ωB97M-V with the def2-TZVPD basis set) on a single C8H9NO3 molecule.

XYZ file:
```
21
Properties=species:S:1:pos:R:3
C -0.16534 -1.94822 1.39371
N 0.26235 -0.27570 1.30275
O 1.73503 -0.18364 1.20368
C 2.47871 -0.21750 2.32929
O 3.66130 -0.03610 2.42171
C -0.33320 0.15331 0.04668
C -1.38869 1.07137 0.20373
C -2.05930 1.65602 -0.89190
C -1.50524 1.48403 -2.11894
C -0.37948 0.76672 -2.30665
C 0.20592 0.02801 -1.21806
O 1.18361 -0.89861 -1.44412
H -0.26135 -2.36768 0.35229
H 0.77729 -2.30775 1.84184
H -1.11732 -1.85058 1.97608
H 1.77603 -0.27786 3.08514
H -1.75965 1.24460 1.21439
H -2.93163 2.28780 -0.77333
H -1.90808 1.80629 -3.07206
H 0.12763 0.46420 -3.27061
H 1.60140 -0.59872 -2.27562
```

Its orbital gap is 0.3525 Ha. As for the structure (SMILES): CN(OC=O)c1ccccc1O. The value obtained for the LUMO energy is 0.0248 hartree.

Bottom line: <Q>, by a margin of 1.791 eV.

<P>
ORCA calculation (ωB97M-V with the def2-TZVPD basis set) on a molecular structure, C2H4N2O2S.

XYZ file:
```
11
Properties=species:S:1:pos:R:3
C -0.37283 1.54030 0.01112
C -0.56871 -0.94136 0.08240
N -1.63356 1.57680 0.13282
N 0.30521 0.36669 0.02785
O -2.87338 -0.28330 -1.26387
O -2.91120 -0.31495 1.16584
S -2.23659 -0.02534 -0.02911
H 0.15646 2.39334 -0.02291
H -0.40455 -1.46990 -0.73252
H -0.51046 -1.35807 0.98882
H 1.23747 0.47930 0.29227
```

Its orbital gap is 0.3910 Ha. The value obtained for the LUMO energy is 0.0200 hartree.

<Q>
ORCA calculation (ωB97M-V with the def2-TZVPD basis set) on 2 unconnected molecules or ions with the total composition C2H4N2O2S.

XYZ file:
```
11
Properties=species:S:1:pos:R:3
C -0.82173 -0.41860 -0.64635
C -1.29886 0.37131 0.55601
H 2.53119 -1.80890 -1.32835
H 0.92997 1.02893 -0.69813
H -2.35593 0.32337 0.67821
H 0.94939 1.14495 2.54188
N 0.38058 0.06593 -0.92038
N -0.78959 0.81019 1.61561
O -1.38393 -1.40526 -1.23856
O 0.70077 0.67303 1.64471
S 1.15812 -0.78496 -2.20465
```

Its orbital gap is 0.3191 Ha. The value obtained for the LUMO energy is -0.0317 hartree.

Bottom line: <P>, by a margin of 3.391 eV.